Run a
Here is C3H5NS in the gas phase from the OMol25 dataset. Energies are from ωB97M-V with the def2-TZVPD basis set.

Summary:
- LUMO energy: -0.0829 eV
- HOMO energy: -8.79 eV
- SMILES string: S=CN1CC1
- Orbital gap: 8.7118 eV

Geometry as XYZ:
```
10
C3H5NS (ωB97M-V with the def2-TZVPD basis set)
S 0.23808 -0.60945 -1.92410
C 0.13983 0.26423 -0.55078
N -0.55512 0.05274 0.67299
C -0.39135 1.06244 1.71035
C 0.17612 -0.28030 1.90068
H 0.63981 1.25822 -0.54455
H 0.20867 1.94438 1.51374
H -1.26039 1.29762 2.31564
H 1.25735 -0.41159 1.83493
H -0.31651 -0.98489 2.59347
```

---

Run b
Here is C3H5NS in the gas phase from the OMol25 dataset. Energies are from ωB97M-V with the def2-TZVPD basis set.

Summary:
- LUMO energy: -0.1660 eV
- HOMO energy: -8.90 eV
- SMILES string: S=CN1CC1
- Orbital gap: 8.7330 eV

Geometry as XYZ:
```
10
C3H5NS (ωB97M-V with the def2-TZVPD basis set)
S 2.69644 -0.36252 -0.15974
C 1.52541 0.72052 -0.06952
N 0.14116 0.14594 0.55053
C -1.17700 0.38874 0.05208
C -0.54065 -0.91993 -0.02414
H 1.44515 1.80371 -0.19060
H -1.35583 0.85136 -0.82981
H -1.96817 0.44998 0.79875
H -0.72796 -1.68593 0.70906
H -0.03855 -1.39187 -0.83660
```

---

In hartree, relative to the most stable structure: run a 0.0000; run b 0.0293.

---

Run a
Here is C3H5NS in the gas phase from the OMol25 dataset. Energies are from ωB97M-V with the def2-TZVPD basis set.

Summary:
- LUMO energy (spin up / spin down): 0.0909 / 0.0898 eV
- HOMO energy (spin up / spin down): -7.51 / -7.51 eV
- Orbital gap (spin up / spin down): 7.5963 / 7.5961 eV

Geometry as XYZ:
```
10
C3H5NS (ωB97M-V with the def2-TZVPD basis set)
C -0.41799 0.07394 -1.13018
C -2.04450 -1.04762 -0.32726
C 1.35075 0.37289 0.56598
N 0.03763 0.00772 0.09293
S -1.22238 -0.42386 1.13990
H 0.24655 0.12830 -1.98139
H -2.99456 -0.51073 -0.42575
H 2.11153 -0.06606 -0.08209
H 1.45477 1.46335 0.56410
H 1.47820 0.00206 1.58377
```

---

Run b
Here is 2 unconnected molecules or ions with the total composition C3H5NS from the OMol25 dataset. Energies are from ωB97M-V with the def2-TZVPD basis set.

Summary:
- LUMO energy: -0.5778 eV
- HOMO energy: -8.01 eV
- Orbital gap: 7.4327 eV

Geometry as XYZ:
```
10
C3H5NS (ωB97M-V with the def2-TZVPD basis set)
C -0.09439 -0.62304 -0.18376
C 0.20483 0.66246 0.18916
C -0.61917 1.48498 0.76662
H 0.24077 -2.81988 -0.59903
H 1.31337 -1.32325 -1.46882
H -1.06717 -0.98934 0.04096
H 1.06992 1.24681 -0.13181
H -1.58211 1.07685 0.90561
N 0.54533 -1.50545 -1.04661
S -0.01138 2.78985 1.52767
```

---

In hartree, relative to the most stable structure: run a 0.0694; run b 0.0000.

---

Run a
Here is C4H6BrN3O in the gas phase from the OMol25 dataset. Energies are from ωB97M-V with the def2-TZVPD basis set.

Summary:
- LUMO energy: 0.6581 eV
- HOMO energy: -7.67 eV
- SMILES string: Cn1nc(N)c(O)c1Br
- Orbital gap: 8.3271 eV

Geometry as XYZ:
```
15
C4H6BrN3O (ωB97M-V with the def2-TZVPD basis set)
C -0.83360 -2.43952 -0.15398
N -0.42241 -0.99090 0.12960
N 0.88674 -0.64835 0.12396
C 0.99945 0.69746 0.09247
N 2.18867 1.44578 -0.10428
C -0.24861 1.29337 0.12395
O -0.60130 2.57227 0.16533
C -1.25424 0.02592 0.11759
Br -3.03723 -0.09660 0.25279
H -1.93027 -2.56903 0.19474
H -0.78148 -2.56938 -1.25841
H -0.18875 -3.17976 0.29621
H 2.18080 2.43379 0.32342
H 3.05495 0.94327 0.16565
H -0.01271 3.08166 -0.46904
```

---

Run b
Here is C4H6BrN3O in the gas phase from the OMol25 dataset. Energies are from ωB97M-V with the def2-TZVPD basis set.

Summary:
- LUMO energy: 0.5403 eV
- HOMO energy: -8.13 eV
- SMILES string: Cn1nc(N)c(O)c1Br
- Orbital gap: 8.6660 eV

Geometry as XYZ:
```
15
C4H6BrN3O (ωB97M-V with the def2-TZVPD basis set)
C -0.45503 -2.12335 -1.07328
N -0.16028 -0.97288 -0.28690
N -1.20136 -0.13329 0.05915
C -0.70763 0.99633 0.50220
N -1.47439 1.91045 1.13183
C 0.72562 0.96126 0.40040
O 1.63111 1.89365 0.87237
C 1.01789 -0.29751 -0.11775
Br 2.62095 -1.19158 -0.30448
H -1.16416 -2.83447 -0.68215
H -0.70621 -1.93359 -2.16571
H 0.63576 -2.66772 -1.19039
H -0.93479 2.79356 1.43819
H -2.32676 2.15446 0.67957
H 2.49928 1.44468 0.73697
```

---

In hartree, relative to the most stable structure: run a 0.0292; run b 0.0000.

---

Run a
Here is 3 unconnected molecules or ions with the total composition C4H11N2O2 from the OMol25 dataset. Energies are from ωB97M-V with the def2-TZVPD basis set.

Summary:
- LUMO energy: -2.9822 eV
- HOMO energy: -13.52 eV
- Charge: +1
- Orbital gap: 10.5339 eV

Geometry as XYZ:
```
19
C4H11N2O2 (ωB97M-V with the def2-TZVPD basis set)
C 2.94301 0.72589 0.77414
C 1.55570 0.30008 0.32179
C 1.01590 0.31981 -0.95467
N -0.23100 -0.24331 -0.94052
C -0.44898 -0.81858 0.27712
N 0.62709 -0.45836 1.07765
H 2.97239 1.82343 0.67758
H 3.72428 0.29497 0.18052
H 3.05941 0.38176 1.78225
H 1.36859 0.77529 -1.87682
H -0.90981 -0.20787 -1.78557
H -1.28348 -1.39309 0.62262
H 0.70486 -0.83507 2.02599
H -3.49844 -1.08745 -2.19490
H -2.70848 -2.21880 -1.97186
O -2.54911 -1.34140 -2.42921
H -2.25614 1.16288 0.70512
H -2.16446 1.79832 2.08583
O -1.92132 1.02152 1.62295
```

---

Run b
Here is a gas-phase ion, C4H11N2O2 (charge +1) from the OMol25 dataset. Energies are from ωB97M-V with the def2-TZVPD basis set.

Summary:
- LUMO energy: -3.5066 eV
- HOMO energy: -13.98 eV
- SMILES string: N[C@H](CC[NH3+])C(=O)O
- Charge: +1
- Orbital gap: 10.4712 eV

Geometry as XYZ:
```
19
C4H11N2O2 (ωB97M-V with the def2-TZVPD basis set)
N -0.83158 0.33069 -1.18661
C -0.99232 0.09899 0.22006
C 0.43917 -0.04335 0.91481
C 1.60821 0.80018 0.48246
N 1.64250 1.00287 -1.08939
C -1.55961 -1.31688 0.48785
O -1.08533 -2.34065 0.04302
O -2.76465 -1.30737 1.04231
H -1.75597 0.50810 -1.67330
H -0.39713 -0.40936 -1.65579
H -1.49922 0.94172 0.58293
H 0.70319 -1.10528 0.99334
H 0.23731 0.14741 2.01646
H 2.59931 0.23028 0.85418
H 1.55081 1.76044 0.94032
H 1.80730 0.08875 -1.52371
H 2.54447 1.53668 -1.39511
H 0.68588 1.42706 -1.30513
H -2.93234 -2.35028 1.25130
```

---

Run c
Here is a gas-phase ion, C4H11N2O2 (charge +1) from the OMol25 dataset. Energies are from ωB97M-V with the def2-TZVPD basis set.

Summary:
- LUMO energy: -3.4068 eV
- HOMO energy: -13.69 eV
- SMILES string: CO[C@]1(N)C[NH2+][C@@H]1O
- Charge: +1
- Orbital gap: 10.2793 eV

Geometry as XYZ:
```
19
C4H11N2O2 (ωB97M-V with the def2-TZVPD basis set)
C 2.14840 -0.38708 0.84094
O 0.80463 -0.73409 0.90714
C 0.01968 0.26396 0.36296
N 0.52195 1.55850 0.46106
C -1.45799 -0.01379 0.58917
N -1.80641 -0.28049 -0.79509
C -0.30761 -0.16367 -1.34400
O 0.19286 -1.31880 -1.67864
H 2.24536 0.27737 0.01212
H 2.78383 -1.28196 0.74080
H 2.37188 -0.10502 1.80341
H 0.09386 2.21453 -0.14410
H 0.72824 1.89026 1.33387
H -1.73203 -0.63394 1.37022
H -1.85770 0.90532 0.96287
H -2.33378 -1.17876 -1.04431
H -2.55998 0.35823 -1.26880
H -0.44107 0.50672 -2.17509
H 0.58588 -1.87728 -0.93451
```

---

In hartree, relative to the most stable structure: run a 0.0000; run b 0.0343; run c 0.1099.

---

Run a
Here is a molecular structure, C16H32O from the OMol25 dataset. Energies are from ωB97M-V with the def2-TZVPD basis set.

Summary:
- LUMO energy: 0.7865 eV
- HOMO energy: -9.49 eV
- Orbital gap: 10.2749 eV

Geometry as XYZ:
```
49
C16H32O (ωB97M-V with the def2-TZVPD basis set)
C 4.33865 2.89642 -0.16229
C 5.47701 1.94114 -0.84967
C 6.04315 1.03312 0.14015
C 5.28857 -0.47332 0.08009
C 3.77746 -0.62621 0.32344
C 3.13971 -1.95722 0.58532
C 1.64233 -2.05503 1.14258
C 0.74104 -1.32897 -0.17508
C -0.74420 -1.47307 0.29570
C -1.62634 -0.96749 -0.64224
C -3.17456 -0.84969 -0.15603
C -4.18732 -0.35504 -1.29502
C -5.53122 -0.85285 -0.95201
C -6.00786 0.17679 0.43691
C -5.92097 1.58930 0.10365
C -4.62676 2.10554 0.73088
O -3.78813 1.50154 1.48032
H -4.31841 3.01943 0.15652
H -6.05928 2.01634 -0.84935
H -6.64217 2.15434 1.02367
H -5.49266 -0.21567 1.18037
H -7.18993 -0.07989 0.74162
H -6.17500 -0.25341 -1.63489
H -5.78489 -1.68797 -0.50382
H -3.89490 -0.73564 -2.41083
H -3.79964 0.64240 -1.29963
H -3.21317 -0.71851 0.77837
H -3.31967 -1.94170 -0.05222
H -1.61511 -1.47354 -1.47675
H -1.39963 0.09540 -0.72168
H -0.90523 -2.44513 0.49784
H -0.86280 -1.01014 1.21826
H 0.93432 -1.82187 -0.98725
H 0.95318 -0.41849 -0.23055
H 1.43012 -3.03756 1.16335
H 1.66087 -1.18665 1.95737
H 3.82249 -2.44693 1.06472
H 3.29189 -2.31765 -0.18257
H 3.60248 0.07084 1.46740
H 3.07794 0.25468 -0.16669
H 5.43443 -0.92672 -0.73955
H 5.63049 -1.02938 1.03227
H 5.67796 1.30366 1.20583
H 6.90393 0.66942 0.01083
H 4.77835 1.47355 -1.75998
H 6.29950 2.48974 -1.25507
H 3.52614 2.24056 0.20587
H 4.86449 3.33870 0.59081
H 3.94335 3.67284 -1.11093
```

---

Run b
Here is 2 unconnected molecules or ions with the total composition C16H32O from the OMol25 dataset. Energies are from ωB97M-V with the def2-TZVPD basis set.

Summary:
- LUMO energy: 0.8901 eV
- HOMO energy: -9.19 eV
- Orbital gap: 10.0756 eV

Geometry as XYZ:
```
49
C16H32O (ωB97M-V with the def2-TZVPD basis set)
C -2.94795 1.07302 5.30055
C -2.77951 2.13386 4.17079
C -3.62926 1.72150 2.86430
C -3.27513 2.61094 1.71951
C -3.94414 2.31966 0.56641
C -3.62239 0.78948 -0.18682
C -2.19417 0.65349 -0.73465
C -1.20701 0.25120 0.03077
C 0.20542 0.24279 -0.59097
C 1.15996 -0.54447 0.40914
C 2.51533 -0.46852 -0.33808
C 2.89178 -1.08223 -1.64022
C 4.44612 -1.01749 -1.73613
C 4.50187 -1.68646 -3.32523
C 4.35931 -3.05099 -3.40559
C 4.73672 -3.87708 -4.70727
O 5.26973 -3.17220 -5.45461
H 4.53740 -4.91276 -4.76873
H 4.70848 -3.61115 -2.64793
H 3.18120 -3.48869 -3.30064
H 5.69895 -1.43519 -3.57048
H 3.94869 -1.31214 -4.12313
H 4.57813 -0.12284 -1.92734
H 4.84621 -1.85842 -1.18877
H 2.24452 -0.41406 -2.44570
H 2.42131 -2.13223 -1.38202
H 3.36511 -0.89669 0.75314
H 2.75041 0.66844 -0.35305
H 0.91871 -1.75631 0.41205
H 1.07884 -0.21113 1.42716
H 0.05971 -0.22018 -1.60717
H 0.55048 1.31366 -0.66390
H -1.61634 -0.89693 0.20957
H -1.12900 0.61679 1.14956
H -2.22138 0.32030 -1.74539
H -2.10837 1.87752 -1.12779
H -4.36998 0.85930 -1.06082
H -3.91597 -0.19875 0.50257
H -5.15824 2.10766 0.68182
H -4.02368 2.86444 -0.45651
H -3.62462 3.45536 2.10560
H -2.23555 2.33472 1.30788
H -4.44920 1.52462 3.08582
H -3.05599 0.55830 2.66915
H -2.91702 3.11080 4.23750
H -1.68332 2.17610 3.96146
H -2.57026 0.10643 5.14416
H -2.32888 1.46917 6.31828
H -3.96707 1.20737 5.46174
```

---

In hartree, relative to the most stable structure: run a 0.0150; run b 0.0000.

---

Run a
Here is 2 unconnected molecules or ions with the total composition C4H3Br from the OMol25 dataset. Energies are from ωB97M-V with the def2-TZVPD basis set.

Summary:
- LUMO energy (spin up / spin down): -2.7608 / -2.7607 eV
- HOMO energy (spin up / spin down): -8.97 / -8.97 eV
- Orbital gap (spin up / spin down): 6.2130 / 6.2124 eV

Geometry as XYZ:
```
8
C4H3Br (ωB97M-V with the def2-TZVPD basis set)
C 0.34914 -1.34478 2.60056
C 0.05822 -0.68074 1.64915
C -0.37241 0.28098 -1.82603
C 0.02318 1.08386 -0.89188
Br 0.48806 2.77327 -0.49917
H 0.54753 -1.93673 3.45287
H -0.54619 0.58650 -2.85661
H -0.54753 -0.76236 -1.62889
```

---

Run b
Here is C4H3Br in the gas phase from the OMol25 dataset. Energies are from ωB97M-V with the def2-TZVPD basis set.

Summary:
- LUMO energy: 0.4336 eV
- HOMO energy: -9.81 eV
- SMILES string: C#C/C=C/Br
- Orbital gap: 10.2448 eV

Geometry as XYZ:
```
8
C4H3Br (ωB97M-V with the def2-TZVPD basis set)
C 1.59655 0.37790 -0.60798
C 0.43866 0.54077 -0.37816
C -1.09461 0.28029 0.24053
C -1.44193 -0.90704 0.66466
Br -3.10757 -1.42530 1.60292
H 2.49252 0.55232 -1.07675
H -1.68518 1.08106 -0.04204
H -0.55257 -1.63854 0.80838
```

---

In hartree, relative to the most stable structure: run a 0.1750; run b 0.0000.